{"formula": "C27H13Cl2F5IKN6O2Se", "method": "ωB97M-V/def2-TZVPD", "lumo_energy_ha": 0.118, "max_force_ha_per_bohr": 0.03563, "spin_multiplicity": 1, "homo_lumo_gap_ev": 5.186, "energy_ha": -6234.62247, "charge": -2, "relative_energy_kj_mol": 147.2, "species": ["K", "Cl", "C", "C", "C", "N", "C", "O", "C", "C", "C", "C", "C", "N", "C", "C", "C", "Cl", "N", "C", "O", "C", "C", "C", "C", "C", "N", "H", "H", "H", "H", "H", "H", "H", "H", "H", "H", "I", "C", "C", "N", "N", "C", "H", "H", "H", "F", "C", "C", "F", "C", "F", "C", "Se", "C", "F", "C", "F"], "coordinates": [[-0.01156, -0.43528, -0.08160], [-1.22290, -7.27495, 1.83126], [-0.47505, -5.69203, 1.77011], [-1.23373, -4.61474, 1.34216], [-0.70610, -3.32381, 1.25732], [-1.42220, -2.23374, 0.75461], [-2.73537, -2.14030, 0.83523], [-3.58540, -2.87693, 1.38027], [-3.30139, -0.90038, 0.11312], [-4.67982, -0.82944, -0.08393], [-5.21385, 0.24042, -0.77887], [-4.36477, 1.23147, -1.25665], [-3.01142, 1.10233, -0.99224], [-2.48748, 0.06981, -0.32467], [0.66660, -3.12614, 1.62920], [1.39683, -4.23029, 2.08292], [0.84106, -5.49876, 2.14694], [1.83187, -6.82419, 2.71967], [1.21751, -1.85474, 1.45574], [2.29096, -1.43327, 2.09837], [2.99835, -1.97300, 2.97687], [2.72703, -0.02106, 1.67413], [4.06854, 0.33138, 1.82391], [4.46737, 1.61789, 1.51677], [3.51533, 2.53436, 1.08643], [2.20894, 2.09708, 0.95551], [1.81677, 0.84956, 1.22444], [-2.26865, -4.76780, 1.07622], [-5.28245, -1.63317, 0.31421], [-6.28214, 0.30202, -0.95605], [-4.73187, 2.07649, -1.82463], [-2.30557, 1.84770, -1.35388], [2.41940, -4.07709, 2.39307], [4.75590, -0.41817, 2.19083], [5.50716, 1.91039, 1.61126], [3.77778, 3.55595, 0.84513], [1.43965, 2.77421, 0.59489], [-3.29017, 1.90695, 6.22681], [-2.40672, 1.80709, 4.36512], [-2.84064, 2.44547, 3.23104], [-1.96143, 2.10197, 2.26872], [-0.99995, 1.27268, 2.69593], [-1.25795, 1.08200, 3.97787], [-3.68621, 3.08876, 3.05524], [-2.00680, 2.31923, 1.28692], [-0.63085, 0.43023, 4.56743], [4.15746, 1.91143, -7.42806], [3.21162, 2.08235, -6.48245], [2.51737, 1.00303, -5.97802], [2.79120, -0.22835, -6.44838], [1.55256, 1.18883, -5.00668], [0.92739, 0.08533, -4.57377], [1.22060, 2.44304, -4.48477], [-0.10732, 2.68513, -3.17140], [1.94847, 3.50419, -5.03135], [1.72606, 4.76652, -4.62850], [2.91946, 3.33954, -6.00021], [3.59050, 4.40281, -6.48958]]}